Record 1
{"formula": "C23H16AsHgO5", "method": "the ωB97M-V functional and the def2-TZVPD basis", "symbols": ["Hg", "As", "O", "O", "O", "O", "O", "C", "C", "C", "C", "C", "C", "C", "C", "C", "C", "C", "C", "C", "C", "C", "C", "C", "C", "C", "C", "C", "C", "C", "H", "H", "H", "H", "H", "H", "H", "H", "H", "H", "H", "H", "H", "H", "H", "H"], "positions_angstrom": [[-1.374, -2.412, -0.456], [-0.208, -0.158, 0.029], [-2.294, -5.375, -1.083], [-4.128, -3.038, -2.727], [1.699, -3.392, -2.999], [-2.654, -3.003, 3.061], [1.626, -3.319, 0.746], [-0.430, 2.535, -1.123], [-2.407, -3.157, 1.961], [2.293, 0.479, -1.400], [-1.046, 3.490, -1.943], [-2.411, -4.175, -1.262], [-1.954, 1.589, 3.387], [-0.431, 0.933, 1.638], [-0.928, 2.354, 3.945], [1.272, -4.412, 0.967], [-3.281, -3.462, -2.028], [0.596, 1.720, 2.176], [-1.827, 0.814, -2.136], [2.533, -0.467, 0.829], [-2.433, 1.776, -2.947], [3.915, -0.485, 0.671], [-1.709, 0.870, 2.220], [3.686, 0.447, -1.541], [0.333, 2.431, 3.353], [4.489, -0.039, -0.514], [-0.857, 1.202, -1.200], [-2.049, 3.115, -2.839], [0.694, -3.511, -2.465], [1.720, -0.052, -0.237], [-3.206, 1.476, -3.655], [1.619, -5.387, 1.539], [4.148, 0.825, -2.452], [5.563, -0.096, -0.645], [-2.105, -0.243, -2.209], [1.664, 0.957, -2.162], [1.592, 1.807, 1.729], [4.544, -0.878, 1.469], [-2.490, 0.247, 1.774], [0.363, 2.855, -0.440], [1.109, 3.048, 3.811], [-1.130, 2.905, 4.860], [2.111, -0.756, 1.799], [-0.746, 4.536, -1.885], [-2.531, 3.856, -3.473], [-2.940, 1.552, 3.854]], "lumo_ev": [-4.0310, -3.7719], "total_charge": 1, "homo_ev": [-11.07, -11.46], "gap_ev": [7.0357, 7.6890]}

Record 2
{"formula": "C3H8NO3P", "method": "the ωB97M-V functional and the def2-TZVPD basis", "symbols": ["P", "O", "O", "O", "N", "C", "C", "C", "H", "H", "H", "H", "H", "H", "H", "H"], "positions_angstrom": [[0.114, -0.948, 1.017], [2.589, 0.017, 0.161], [0.220, -2.585, 1.272], [-0.542, -0.346, 2.162], [-0.406, 0.820, -1.325], [1.907, -0.459, 1.042], [-0.934, 1.830, -0.481], [-0.727, -0.430, -1.050], [-0.672, 2.685, -1.058], [0.535, 1.094, -1.771], [-1.900, 1.653, -0.444], [-0.634, 1.865, 0.628], [-1.813, -0.579, -0.959], [2.312, -0.283, 2.028], [0.292, -3.147, 0.499], [-0.340, -1.188, -1.721]], "lumo_ev": 0.2640, "homo_ev": -8.19, "gap_ev": 8.4559}

Record 3
{"formula": "C4H6N2O", "method": "the ωB97M-V functional and the def2-TZVPD basis", "symbols": ["O", "N", "N", "C", "C", "C", "C", "H", "H", "H", "H", "H", "H"], "positions_angstrom": [[2.218, -0.375, 1.812], [0.244, 0.343, -1.281], [1.043, 1.073, -0.093], [-0.731, -0.566, -0.431], [1.158, -0.008, 1.061], [-0.172, -0.697, 1.001], [-1.069, 0.768, -1.040], [-0.909, -1.517, -0.893], [-1.230, -0.661, 1.667], [-1.317, 1.342, -0.112], [-1.604, 0.934, -2.078], [0.315, -1.744, 0.974], [2.055, 1.108, -0.586]], "lumo_ev": 0.2238, "smiles": "O=C1C[C@H]2CN2N1", "homo_ev": -10.19, "gap_ev": 10.4160}

Record 4
{"formula": "C25H44ClFI2N2O7PS2", "method": "the ωB97M-V functional and the def2-TZVPD basis", "symbols": ["I", "I", "Cl", "S", "S", "P", "F", "O", "O", "O", "O", "O", "O", "O", "N", "N", "C", "C", "C", "C", "C", "C", "C", "C", "C", "C", "C", "C", "C", "C", "C", "C", "C", "C", "C", "C", "C", "C", "C", "C", "C", "H", "H", "H", "H", "H", "H", "H", "H", "H", "H", "H", "H", "H", "H", "H", "H", "H", "H", "H", "H", "H", "H", "H", "H", "H", "H", "H", "H", "H", "H", "H", "H", "H", "H", "H", "H", "H", "H", "H", "H", "H", "H", "H", "H"], "positions_angstrom": [[-3.078, -1.678, 0.196], [-4.188, 1.938, 0.822], [-0.344, 1.521, -2.818], [-3.639, -0.212, -5.656], [7.721, 1.254, -2.657], [-1.360, -1.983, 5.889], [3.825, -0.763, -1.206], [-2.211, -1.051, 7.049], [7.945, 1.089, -1.239], [-1.085, -3.589, 6.365], [8.686, 0.832, -3.644], [-2.291, -2.048, 4.641], [-4.248, 0.372, -4.479], [-3.519, -1.641, -5.829], [1.461, 0.999, 0.730], [1.295, 1.193, -0.564], [-3.261, -0.260, 6.392], [5.226, 1.748, -3.435], [3.059, -1.478, -0.193], [-0.968, 1.043, 1.474], [-1.925, -5.999, 6.282], [3.286, -0.735, 1.232], [-1.199, 1.230, -0.043], [0.561, 0.908, 1.829], [-2.040, 0.550, -5.909], [-3.604, 1.732, -7.406], [2.921, 0.836, 1.125], [6.126, 2.871, -3.957], [-2.025, -4.491, 5.668], [-3.091, -0.087, -1.313], [-4.585, -0.051, -1.937], [-3.887, 0.730, 7.532], [-2.140, 1.328, -7.223], [-0.019, 1.309, -1.036], [6.127, 0.562, -3.086], [7.290, 2.956, -2.979], [-4.419, 0.482, -7.102], [0.231, -1.104, 5.276], [-0.215, -0.270, 3.983], [-2.692, 1.339, -0.635], [0.965, 0.657, 3.367], [-1.845, 1.215, -5.065], [5.591, 3.820, -4.027], [-3.859, 2.527, -6.698], [6.978, 3.405, -2.034], [-1.394, -5.924, 7.295], [3.191, 1.437, 2.052], [-2.866, 0.407, 5.559], [-3.799, 2.102, -8.415], [-3.642, 1.804, 7.234], [-1.478, 2.197, -7.218], [-1.369, -6.699, 5.578], [-4.740, 0.862, -2.614], [-1.274, -0.224, -5.957], [-3.119, -4.177, 5.832], [-5.028, 0.568, 7.568], [1.932, 0.071, 3.497], [-4.653, -0.972, -2.626], [-1.773, -4.580, 4.547], [-4.335, -0.249, -7.909], [1.070, 1.664, 3.904], [2.568, -1.228, 1.967], [3.594, 1.243, 0.280], [-2.991, -6.359, 6.488], [4.467, 1.464, -4.168], [-0.462, -1.038, 3.161], [-5.468, 0.693, -6.894], [-1.796, 1.003, 2.248], [0.650, -0.468, 6.132], [6.493, 2.615, -4.956], [5.739, -0.002, -2.239], [-5.402, -0.183, -1.155], [6.265, -0.100, -3.942], [-3.415, 0.413, 8.522], [-2.328, -0.374, -2.131], [1.957, -1.560, -0.477], [4.390, -0.875, 1.486], [0.981, -1.909, 4.933], [8.151, 3.488, -3.381], [-1.832, 0.686, -8.055], [-4.132, -0.887, 6.018], [-1.099, 0.388, 4.266], [-2.648, 2.159, -1.438], [4.702, 2.090, -2.536], [3.480, -2.541, -0.192]], "lumo_ev": -4.5318, "total_charge": 1, "homo_ev": -11.72, "gap_ev": 7.1871}

Record 5
{"formula": "C9H6ClN3", "method": "the ωB97M-V functional and the def2-TZVPD basis", "symbols": ["Cl", "N", "N", "N", "C", "C", "C", "C", "C", "C", "C", "C", "C", "H", "H", "H", "H", "H", "H"], "positions_angstrom": [[-1.972, 1.941, 0.197], [1.267, -3.000, 1.020], [-4.622, -0.130, 0.388], [-2.246, -3.032, -1.495], [-1.049, -0.831, -0.623], [0.607, -2.077, 0.850], [-1.789, -2.058, -1.099], [-0.104, -0.858, 0.536], [-1.107, -0.289, 1.596], [-0.116, -0.066, -1.492], [-2.129, 0.194, 0.482], [0.801, -0.002, -0.308], [-3.493, -0.070, 0.463], [-1.407, -1.113, 2.312], [1.742, -0.536, -0.523], [0.268, -0.691, -2.263], [-0.674, 0.641, 2.123], [-0.476, 0.860, -1.841], [0.943, 0.921, 0.056]], "lumo_ev": -0.0352, "homo_ev": -11.02, "gap_ev": 10.9798}

Taking the records one at a time from the top gives E values of -99348.809 -20160.647 -9267.626 -106339.953 -26419.015 eV.
Taking the records one at a time from the top gives F_max values of 0.0678 0.0988 0.1707 0.1118 0.0976 Eh/bohr.